[1]
A cluster of 2 separate species, C3H5NO2 in total in a non-equilibrium geometry. Source: the Open Molecules 2025 dataset; level of theory: ωB97M-V/def2-TZVPD.

**HOMO (alpha / beta)**: -9.60 / -10.25 eV
**Energy above the lowest of the compared OMol25 structures with the same formula, charge and spin**: 6.064 eV
**Calculated total energy**: -8771.63093 eV
**HOMO-LUMO gap (alpha / beta)**: 8.6 / 9.3 eV

Last column: Löwdin charge in e.
Positions of all 11 atoms, in Å:
1 C 1.2510 -0.3891 -1.0939  -0.213
2 O -0.8044 -0.2269 1.9001  -0.050
3 N 1.2332 0.0207 -2.2185  0.203
4 H 1.1213 0.4974 1.5616  0.134
5 H 0.0729 -1.6871 0.1006  0.135
6 O -0.7295 0.0787 -1.8928  -0.202
7 H -0.1499 1.2657 0.5782  0.137
8 C 0.4014 -0.6627 -0.0624  -0.002
9 H -1.4986 0.3322 -2.4459  0.019
10 C 0.1663 0.3187 1.0395  -0.258
11 H -1.0637 0.4523 2.5333  0.097

[2]
A cluster of 2 separate species, C3H8N3O2 in total. Source: the Open Molecules 2025 dataset; level of theory: ωB97M-V/def2-TZVPD.

**HOMO**: -4.40 eV
**Energy above the lowest of the compared OMol25 structures with the same formula, charge and spin**: 0.081 eV
**Charge**: -1
**Calculated total energy**: -11808.24227 eV
**HOMO-LUMO gap**: 8.2 eV

Last column: Löwdin charge in e.
Positions of all 16 atoms, in Å:
1 N 0.2156 0.7271 3.2230  0.087
2 H 0.0970 -1.0861 -3.8342  0.051
3 H -0.7924 -0.3618 1.1770  0.067
4 O 0.6363 -0.3055 -1.5522  -0.104
5 H -1.2717 0.0490 -3.8665  0.057
6 C -0.5783 -0.4379 -1.8744  -0.771
7 H 0.4956 -0.4455 0.2374  0.044
8 C 0.7780 0.5604 1.9704  -0.649
9 H 0.5770 1.4378 3.8249  0.067
10 H -1.4801 -1.6795 -3.4039  0.055
11 C -0.8345 -0.8006 -3.3422  -0.057
12 N 1.7540 1.2641 1.5185  0.078
13 N 0.2150 -0.4767 1.2477  0.096
14 O -1.5724 -0.3000 -1.1352  -0.087
15 H -0.3609 -0.0180 3.5729  0.073
16 H 2.1219 1.8732 2.2368  -0.006

[3]
A cluster of 2 separate species, C7H14F3N in total in a non-equilibrium geometry. Source: the Open Molecules 2025 dataset; level of theory: ωB97M-V/def2-TZVPD.

**HOMO**: -7.53 eV
**Energy above the lowest of the compared OMol25 structures with the same formula, charge and spin**: 2.163 eV
**Calculated total energy**: -17125.77554 eV
**HOMO-LUMO gap**: 8.3 eV

Last column: Löwdin charge in e.
Positions of all 25 atoms, in Å:
1 H 0.6866 -0.2310 -2.5417  0.052
2 H -0.9634 2.4034 -1.5206  0.110
3 F 0.9421 -2.8539 -0.1801  0.032
4 C -1.0606 2.3993 -0.3745  -0.068
5 H -2.0224 2.2193 -0.2354  0.014
6 H -1.5328 -0.7358 -2.0255  0.083
7 H -0.7604 3.4321 -0.0511  0.098
8 F -1.0495 0.7899 1.2889  -0.042
9 H -0.0223 -3.0044 1.9725  0.119
10 H -1.8720 -1.0346 -0.2167  0.080
11 C -0.0761 -1.9003 1.7098  0.025
12 C 0.7329 -1.6256 0.4547  -0.528
13 F 2.0253 -1.2899 0.7035  0.063
14 H 1.8821 1.1504 0.9023  0.059
15 H 1.4591 2.6957 -0.0314  0.089
16 H -1.0674 -1.7577 1.3770  0.037
17 C 0.1841 -0.7517 -0.6570  -0.302
18 H -1.1574 -2.2527 -1.3811  0.089
19 C 1.0980 1.9184 0.7067  -0.050
20 H 0.9315 2.3002 1.6893  0.056
21 C -1.2200 -1.2001 -1.0899  -0.030
22 H 0.0046 -1.1945 2.5852  0.114
23 C -0.2981 1.2735 0.2441  -0.356
24 N 1.0539 -0.5261 -1.7011  0.092
25 H 2.1024 -0.2238 -1.6280  0.163

[4]
A structure of composition C10H10Cl5CoN3O4 in a non-equilibrium geometry. Source: the Open Molecules 2025 dataset; level of theory: ωB97M-V/def2-TZVPD.

**HOMO (alpha / beta)**: -8.90 / -8.88 eV
**Energy above the lowest of the compared OMol25 structures with the same formula, charge and spin**: 0.180 eV
**Multiplicity**: 2
**Calculated total energy**: -123431.38459 eV
**HOMO-LUMO gap (alpha / beta)**: 8.8 / 9.0 eV
**<S²>**: 0.7672

Last column: Löwdin charge in e.
Positions of all 33 atoms, in Å:
1 C -1.3395 1.8067 -3.0332  -0.707
2 C -1.0973 1.6045 -1.6756  -0.703
3 H -2.8448 0.7817 1.3943  0.094
4 H 0.9358 1.6807 1.0584  0.062
5 H -3.0681 -0.6470 3.6904  0.117
6 H -3.2023 -0.8270 1.4319  0.096
7 O -0.3115 -1.3651 2.4175  -0.113
8 H -2.0991 0.8299 3.5262  0.118
9 Co -0.6210 -0.7518 0.5412  0.436
10 C -1.7248 0.7327 -3.8339  -0.705
11 C 2.2815 -0.8430 -0.1052  -0.529
12 O 3.4318 -1.2892 -0.6017  0.016
13 Cl -1.1792 3.3713 -3.7394  0.675
14 H 4.9318 -0.7865 0.7569  0.101
15 Cl -2.3479 -1.8732 -4.2321  0.696
16 C -0.9493 -0.9937 3.4419  -0.685
17 C 4.6737 -0.6702 -0.3009  -0.051
18 O -0.6403 -1.1636 4.6025  0.032
19 N 2.3103 0.2576 0.6940  0.050
20 Cl -1.7254 -2.2111 -1.1131  0.789
21 C -1.8704 -0.5354 -3.2675  -0.705
22 H 5.4131 -1.1973 -0.9019  0.102
23 H 1.0733 0.5290 2.2716  0.113
24 O 1.2500 -1.3989 -0.4253  0.065
25 Cl -2.0185 0.9687 -5.5115  0.684
26 Cl -0.6079 2.9513 -0.7188  0.678
27 H 3.1822 0.5687 1.1077  0.141
28 N 1.1070 0.6983 1.2659  0.053
29 C -1.6216 -0.6725 -1.9111  -0.669
30 N -2.5124 -0.1292 1.6937  0.012
31 C -1.2296 0.3648 -1.0659  -0.221
32 H 4.6769 0.3846 -0.5888  0.100
33 C -2.2564 -0.1757 3.1319  -0.142